Density functional theory data (ωB97M-V/def2-TZVPD) for an isolated ion of composition C6H11N2O2 and charge +1 at a distorted geometry.

Output
Molar mass ... 143.2 g/mol
Kohn-Sham gap ... 10.404 eV
HOMO energy ... -13.4 eV
SMILES ... CN1CC2(COC2)OC1=[NH2+]
DFT total energy ... -13467.0956 eV
Total charge ... +1

Element x y z (Å)
C (-2.35, 1.33, -0.08)
N (-1.17, 0.33, 0.13)
C (0.13, 0.91, 0.46)
C (1.10, -0.27, 0.14)
C (2.11, 0.09, -0.96)
O (3.04, 0.22, 0.03)
C (2.28, -0.41, 1.02)
O (0.29, -1.38, -0.04)
C (-1.01, -0.92, -0.15)
N (-1.91, -1.79, -0.61)
H (-2.83, 1.53, 0.87)
H (-1.93, 2.16, -0.51)
H (-3.03, 0.93, -0.72)
H (0.05, 1.24, 1.57)
H (0.40, 1.74, -0.24)
H (2.27, -0.79, -1.64)
H (1.95, 1.02, -1.42)
H (2.35, 0.20, 1.96)
H (2.60, -1.58, 1.13)
H (-2.87, -1.82, -0.38)
H (-1.47, -2.74, -0.58)